No. 1
Computed, not measured: C37H34AsBrF15GeIIrS2Si3Te as an isolated structure, with ωB97M-V/def2-TZVPD.

Values from the calculation:
Energy above the lowest of the compared OMol25 structures with the same formula, charge and spin, kcal per mole: 20.8
Lowest unoccupied orbital energy (alpha / beta), eV: -4.2 / -4.2
Energy, Eh: -12149.77805
Net charge: +1

Geometry (Å):
Ir (-0.4146, -1.0391, 0.0727)
Te (-1.6714, -2.1028, -1.8039)
C (-2.0319, -4.0884, -1.2254)
C (-1.2708, -4.9677, -0.5043)
C (-1.8722, -6.2515, -0.3807)
C (-3.0669, -6.3260, -1.0226)
S (-3.4746, -4.8413, -1.7647)
H (-0.2791, -4.7402, -0.1342)
H (-1.4246, -7.0809, 0.1477)
H (-3.7313, -7.1716, -1.1001)
C (4.4378, -3.6394, -0.8117)
Si (2.5911, -3.5274, -0.5763)
C (1.7118, -4.2830, -2.0406)
C (2.2001, -4.3095, 1.0744)
As (1.9315, -1.2051, -0.5163)
Si (3.1657, -0.1384, 1.2586)
C (4.9519, -0.6603, 1.1099)
C (2.3928, -0.7740, 2.8287)
C (3.0430, 1.7152, 1.1495)
Si (2.5712, -0.2652, -2.6652)
C (4.3366, -0.7873, -2.9764)
C (2.4982, 1.5934, -2.6065)
C (1.4713, -1.0094, -3.9675)
H (4.6964, -4.7030, -0.8103)
H (4.9918, -3.1686, -0.0023)
H (4.7835, -3.2218, -1.7539)
H (1.4219, -5.3138, -1.8247)
H (2.3846, -4.2995, -2.9007)
H (0.8081, -3.7426, -2.3272)
H (2.1900, -5.3966, 0.9557)
H (1.2479, -4.0089, 1.5088)
H (2.9850, -4.0660, 1.7946)
H (5.1209, -1.6521, 1.5298)
H (5.5551, 0.0462, 1.6869)
H (5.3261, -0.6488, 0.0864)
H (2.2275, -1.8535, 2.8192)
H (1.4333, -0.2779, 3.0038)
H (3.0456, -0.5409, 3.6747)
H (3.7378, 2.1179, 0.4106)
H (3.3199, 2.1241, 2.1259)
H (2.0399, 2.0633, 0.9107)
H (5.0091, -0.6278, -2.1335)
H (4.7051, -0.1768, -3.8065)
H (4.4038, -1.8285, -3.2884)
H (3.3694, 1.9993, -2.0885)
H (1.6008, 1.9689, -2.1214)
H (2.5180, 1.9652, -3.6347)
H (1.8222, -2.0057, -4.2414)
H (1.5114, -0.3814, -4.8618)
H (0.4260, -1.0888, -3.6642)
F (-4.3196, 3.9794, -1.2986)
C (-3.9791, 3.1574, -2.3032)
C (-2.8635, 2.3508, -2.1603)
C (-2.5296, 1.5528, -3.2373)
F (-1.4240, 0.7897, -3.2041)
C (-3.2778, 1.5276, -4.4004)
F (-2.9248, 0.7485, -5.4164)
C (-4.3994, 2.3363, -4.5014)
F (-5.1229, 2.3265, -5.6065)
C (-4.7547, 3.1656, -3.4461)
F (-5.8177, 3.9504, -3.5477)
Ge (-1.9194, 2.4544, -0.4652)
S (-0.1375, 1.1413, -0.2546)
C (-0.9949, 4.1532, -0.2630)
C (-0.8296, 5.0792, -1.2758)
F (-1.4036, 4.8904, -2.4696)
C (-0.0699, 6.2263, -1.1102)
F (0.0661, 7.0984, -2.1010)
C (0.5575, 6.4554, 0.1031)
F (1.2891, 7.5427, 0.2752)
C (0.4229, 5.5401, 1.1374)
F (1.0307, 5.7537, 2.2988)
C (-0.3447, 4.4109, 0.9329)
F (-0.4497, 3.5349, 1.9465)
C (-3.2371, 2.1951, 0.9546)
C (-3.6428, 3.1760, 1.8445)
F (-3.1320, 4.4084, 1.7740)
C (-4.5939, 2.9366, 2.8236)
F (-4.9565, 3.8944, 3.6668)
C (-5.1731, 1.6805, 2.9177)
F (-6.0768, 1.4368, 3.8503)
C (-4.8057, 0.6808, 2.0305)
F (-5.3571, -0.5245, 2.1156)
C (-3.8547, 0.9639, 1.0692)
F (-3.5112, -0.0203, 0.2232)
Br (0.2756, -3.6824, 4.8843)
C (-0.3110, -1.9116, 4.6051)
C (-0.0537, -0.9742, 5.5968)
C (-0.4291, 0.3491, 5.4160)
C (-1.0712, 0.7424, 4.2516)
C (-1.3459, -0.1940, 3.2681)
C (-0.9569, -1.5150, 3.4414)
I (-1.3386, -2.8616, 1.8834)
H (0.4484, -1.2849, 6.5023)
H (-0.2176, 1.0722, 6.1921)
H (-1.3630, 1.7745, 4.1037)
H (-1.8467, 0.1095, 2.3598)

***

No. 2
Computed, not measured: C37H34BF4InN4O5PS as an isolated structure, with ωB97M-V/def2-TZVPD.

Values from the calculation:
Energy above the lowest of the compared OMol25 structures with the same formula, charge and spin, kcal per mole: 5.1
Lowest unoccupied orbital energy, eV: -3.5
Energy, Eh: -3379.68327
Net charge: +1

Geometry (Å):
In (0.8919, 0.1764, -0.1447)
C (2.7986, 3.3393, 2.0240)
O (1.7128, 2.9884, 1.1707)
C (1.7028, 3.7975, 0.0136)
C (0.4484, 3.4988, -0.7796)
O (0.4517, 2.2246, -1.4276)
C (1.2553, 2.1799, -2.6097)
C (0.9881, 0.8224, -3.2029)
O (1.3910, -0.1955, -2.2833)
C (2.6578, -0.7943, -2.6122)
H (2.7596, 4.4064, 2.2632)
H (3.7579, 3.1090, 1.5561)
H (2.6919, 2.7667, 2.9422)
H (2.6053, 3.6198, -0.5824)
H (1.6793, 4.8552, 0.3030)
H (0.3050, 4.2788, -1.5319)
H (-0.4058, 3.4998, -0.1011)
H (2.3137, 2.2942, -2.3747)
H (0.9439, 2.9690, -3.3008)
H (1.5118, 0.7242, -4.1555)
H (-0.0851, 0.7113, -3.3658)
H (2.5754, -1.2957, -3.5791)
H (2.8904, -1.5210, -1.8378)
H (3.4523, -0.0493, -2.6523)
S (0.4066, 0.9056, 7.5460)
N (1.5758, 0.3015, 6.6230)
C (1.1714, 0.3853, 5.3704)
C (1.9124, -0.0343, 4.2064)
C (3.1806, -0.6249, 4.2583)
C (3.8037, -0.9899, 3.0871)
C (3.1649, -0.7307, 1.8753)
N (1.9783, -0.1477, 1.8320)
C (1.3307, 0.1854, 2.9524)
C (0.0087, 0.7914, 2.8209)
N (-0.4832, 0.9685, 1.5900)
C (-1.6770, 1.5086, 1.4226)
C (-2.4805, 1.8967, 2.4883)
C (-2.0001, 1.7223, 3.7676)
C (-0.7306, 1.1691, 3.9508)
C (-0.1270, 0.9669, 5.2445)
N (-0.6572, 1.2988, 6.4064)
H (3.6440, -0.7822, 5.2233)
H (4.7745, -1.4629, 3.0889)
H (3.6192, -0.9947, 0.9274)
H (-2.0080, 1.6198, 0.3990)
H (-3.4540, 2.3273, 2.3053)
H (-2.5799, 2.0018, 4.6374)
O (2.3522, -3.0374, -0.7731)
C (1.1580, -2.8869, -0.5984)
O (0.6026, -2.0128, 0.1962)
C (0.0945, -3.6295, -1.3601)
C (0.2372, -4.9484, -1.7625)
C (-0.8187, -5.5826, -2.3958)
C (-2.0132, -4.9057, -2.6115)
C (-2.1472, -3.5769, -2.2446)
C (-1.0789, -2.9210, -1.6358)
P (-1.2426, -1.1743, -1.1247)
C (-2.0424, -0.3590, -2.5581)
C (-2.6413, 0.8951, -2.4358)
C (-3.2025, 1.5257, -3.5347)
C (-3.1442, 0.9279, -4.7858)
C (-2.4825, -0.2812, -4.9345)
C (-1.9311, -0.9182, -3.8321)
C (-2.5010, -1.2672, 0.1964)
C (-3.8129, -0.8405, -0.0088)
C (-4.7543, -0.9603, 1.0041)
C (-4.4019, -1.5116, 2.2256)
C (-3.1013, -1.9510, 2.4325)
C (-2.1553, -1.8298, 1.4270)
H (1.1651, -5.4655, -1.5576)
H (-0.7177, -6.6104, -2.7179)
H (-2.8475, -5.4199, -3.0702)
H (-3.0819, -3.0595, -2.4220)
H (-2.6696, 1.3955, -1.4764)
H (-3.6843, 2.4873, -3.4142)
H (-3.6036, 1.4074, -5.6397)
H (-2.3914, -0.7383, -5.9111)
H (-1.4017, -1.8507, -3.9657)
H (-4.1115, -0.4245, -0.9601)
H (-5.7697, -0.6286, 0.8292)
H (-5.1434, -1.6161, 3.0069)
H (-2.8227, -2.3985, 3.3779)
H (-1.1469, -2.1839, 1.5893)
F (2.9237, 0.9030, -0.5653)
B (4.4166, 1.1412, -0.8814)
F (4.9351, -0.1038, -1.1062)
F (4.3969, 1.9595, -1.9940)
F (4.9140, 1.7637, 0.2384)

***

No. 3
Computed, not measured: C37H34ClFeGeNO4SSe2 as an isolated structure, with ωB97M-V/def2-TZVPD.

Values from the calculation:
Lowest unoccupied orbital energy (alpha / beta), eV: 0.2 / 0.1
Energy, Eh: -10787.89105
2S+1: 5

Geometry (Å):
Fe (1.0285, 1.7411, -0.8044)
O (-3.4419, 1.2181, 3.6238)
C (-2.3945, 0.2641, 3.1850)
C (-1.2696, 1.0486, 2.5981)
C (-0.8646, 2.1502, 3.6114)
O (0.4915, 2.5445, 3.4844)
C (0.0335, 0.2017, 2.4501)
Se (0.5915, -0.6148, 0.7831)
C (-1.7773, 1.6196, 1.3271)
Se (-0.6969, 2.9696, 0.3906)
H (-3.4183, 1.2874, 4.5784)
H (-2.8111, -0.3722, 2.3747)
H (-2.1560, -0.4264, 4.0590)
H (-0.8475, 1.7435, 4.6342)
H (-1.4709, 3.0358, 3.5946)
H (0.4755, 3.2436, 2.7596)
H (0.1968, -0.5718, 3.2188)
H (0.8120, 0.8915, 2.6194)
H (-2.7607, 2.0273, 1.3879)
H (-2.0231, 0.7980, 0.5918)
Cl (0.4773, 3.4517, -8.0326)
C (0.5884, 3.3154, -6.2709)
C (1.0678, 4.4390, -5.4276)
C (1.2197, 4.3350, -4.1194)
C (1.1230, 3.0630, -3.4776)
O (1.3297, 3.0251, -2.2745)
C (0.7305, 1.9473, -4.2344)
C (0.6147, 0.6212, -3.6537)
O (0.8491, 0.2635, -2.5024)
C (0.4218, 2.1835, -5.5899)
H (1.1974, 5.3239, -5.9793)
H (1.4968, 5.1892, -3.4521)
H (0.2574, -0.1977, -4.3243)
H (0.0805, 1.2636, -6.0711)
S (5.0761, 0.1967, 1.1222)
C (3.5753, 0.2677, 0.1638)
N (2.9042, 1.3340, 0.1716)
C (3.3932, 2.1923, 1.0775)
C (2.7852, 3.3532, 1.4579)
C (3.3326, 4.0211, 2.5640)
C (4.6334, 3.7361, 3.0025)
C (5.2776, 2.6284, 2.5784)
C (4.6232, 1.7977, 1.6579)
H (3.1783, -0.5445, -0.4488)
H (1.8697, 3.7176, 1.0586)
H (2.7214, 4.8212, 2.9275)
H (5.0485, 4.3327, 3.8338)
H (6.2532, 2.3689, 2.9600)
C (-1.8272, -5.2703, 3.6689)
C (-2.6963, -4.2769, 3.3643)
C (-2.3998, -3.3094, 2.3872)
C (-1.2640, -3.4441, 1.6194)
C (-0.3425, -4.4443, 1.9400)
C (-0.5746, -5.2661, 3.0167)
Ge (-0.9146, -2.2948, 0.1269)
C (-2.5504, -1.4285, -0.6946)
C (-2.2521, -0.6340, -1.7505)
C (-3.2796, 0.1341, -2.4152)
C (-4.5671, -0.1170, -2.0066)
C (-4.8491, -0.9176, -0.9024)
C (-3.8261, -1.5637, -0.1746)
C (0.3038, -3.0597, -1.2279)
C (1.5791, -3.4026, -0.8335)
C (2.5490, -3.7458, -1.7751)
C (2.1501, -3.8609, -3.0711)
C (0.8594, -3.5657, -3.5001)
C (-0.0833, -3.1623, -2.5516)
H (-2.1357, -5.9661, 4.4858)
H (-3.6315, -4.2699, 3.8913)
H (-3.2365, -2.5372, 2.4349)
H (0.5886, -4.5105, 1.3470)
H (0.1893, -6.0106, 3.2979)
H (-1.1802, -0.5658, -1.9986)
H (-2.9833, 0.8640, -3.0741)
H (-5.3503, 0.4634, -2.5927)
H (-5.9087, -0.9666, -0.5427)
H (-3.9376, -2.2402, 0.6569)
H (1.8534, -3.3087, 0.2172)
H (3.5562, -3.9456, -1.4612)
H (2.9097, -4.0964, -3.7352)
H (0.5359, -3.6576, -4.5518)
H (-1.1069, -2.8687, -2.7797)